#one
2 unconnected molecules or ions with the total composition C7H16N2O. Source: the OMol25 dataset; level of theory: ωB97M-V/def2-TZVPD.

```
26
C7H16N2O (ωB97M-V/def2-TZVPD)
C -0.06291 1.76474 -1.17185
C 0.29183 0.32215 -0.99268
C 1.59397 -0.08444 -1.61136
C -0.61965 -0.63060 -0.52059
C -2.11724 -0.40320 -0.60321
N -0.30308 -2.00223 -0.72344
H -0.98615 2.04679 -0.67477
H 0.72289 2.42813 -0.80750
H -0.21034 1.95035 -2.23986
H 2.02317 -0.95502 -1.11913
H 2.30366 0.74122 -1.58770
H 1.42350 -0.35989 -2.65714
H -2.58861 -0.98351 0.19147
H -2.51222 -0.76315 -1.55449
H -2.39880 0.63673 -0.46960
H 0.52028 -2.28098 -0.20031
H -1.05360 -2.61296 -0.42789
C 1.55347 0.01852 1.70563
C -0.04421 -0.39303 1.62527
N -0.79600 0.73763 1.96766
O -0.31723 -1.51990 2.04400
H 1.64844 0.28088 2.75833
H 2.14150 -0.87443 1.51763
H 1.90123 0.87917 1.13754
H -0.31970 1.47394 2.46436
H -1.79420 0.58309 1.94961
```

* gap between HOMO and LUMO: 0.3077 hartree
* molar mass: 144.22 g/mol
* spin multiplicity: 1



#two
A molecular structure, C7H16N2O. Source: the OMol25 dataset; level of theory: ωB97M-V/def2-TZVPD.

```
26
C7H16N2O (ωB97M-V/def2-TZVPD)
C -1.67658 -1.20731 -0.60262
C 0.93491 -0.32412 0.42541
C -1.49224 -2.68410 -0.62652
C 1.67082 -0.62583 -0.85828
N -1.55236 -0.42065 -1.61122
H -2.02721 -0.76000 0.31892
H -1.22189 -0.84054 -2.47601
H -1.04815 0.77970 -1.31275
H 1.60806 -0.07309 1.24048
H 0.33270 -1.14295 0.81195
H -1.01996 -3.01985 -1.55040
H -2.46804 -3.16752 -0.53714
H -0.89413 -3.00703 0.22795
H 2.66639 -0.17629 -0.87883
H 1.15378 -0.20449 -1.72850
H 1.75099 -1.70230 -1.02845
C 1.39496 2.34500 0.60733
C 0.19446 1.45040 0.32390
C -0.82000 1.42727 1.43477
N -0.67605 1.25189 2.67881
O -0.32227 1.68826 -0.87616
H 0.30263 1.14333 2.95388
H -1.84618 1.54278 1.07696
H 1.81880 2.17551 1.59591
H 1.07440 3.38617 0.53268
H 2.16216 2.16576 -0.14204
```

* gap between HOMO and LUMO: 0.3191 hartree
* molar mass: 144.22 g/mol
* spin multiplicity: 1



Which structure wins on stability? #one wins.



#one
C11H14N2O2 in the gas phase. Source: the OMol25 dataset; level of theory: ωB97M-V/def2-TZVPD.

```
29
C11H14N2O2 (ωB97M-V/def2-TZVPD)
C -1.60318 -3.33417 -0.60511
C -0.90170 -3.64766 0.61197
C -1.54164 -1.99834 -1.02159
C -0.24474 -2.60935 1.26513
C -0.90071 -0.95944 -0.36671
C -0.25108 -1.26796 0.87328
C 0.42398 0.79772 -1.54190
C 1.54433 0.66215 -0.53877
C 0.47996 1.01026 1.58337
C -0.84902 0.31305 -0.94749
C 1.17263 3.79865 0.46517
N 0.17734 -0.29878 1.73626
N 1.17559 1.53711 0.53545
O -1.87919 0.76169 -1.74006
O 1.94471 2.69453 0.81167
H -1.96119 -4.16977 -1.13303
H -0.79683 -4.63655 1.12385
H -2.15771 -1.72524 -1.97926
H 0.42145 -2.89904 2.12169
H 0.40958 1.79623 -1.95785
H 0.52408 0.09852 -2.36366
H 1.56482 -0.31594 -0.04724
H 2.54502 0.92217 -0.92564
H 0.39979 1.65519 2.41499
H 0.60029 4.23459 1.26868
H 0.48798 3.47555 -0.36570
H 1.62840 4.61904 -0.11412
H 0.06689 -0.52302 2.69805
H -2.47986 0.00881 -1.86146
```

* gap between HOMO and LUMO: 0.2099 hartree
* molar mass: 206.25 g/mol
* spin multiplicity: 1



#two
2 unconnected molecules or ions with the total composition C11H14N2O2. Source: the OMol25 dataset; level of theory: ωB97M-V/def2-TZVPD.

```
29
C11H14N2O2 (ωB97M-V/def2-TZVPD)
C 1.47014 -0.47085 0.98202
C 1.16669 -1.40288 0.21283
C -1.44408 0.26553 1.79536
C -1.03634 0.90758 2.98556
C -0.72378 0.69413 0.69003
C -0.01604 1.79270 3.00123
C -0.62361 -2.03376 -2.83736
C 0.36062 1.53592 0.68686
C -1.86643 -1.63189 -3.57786
C 1.15384 1.76599 -0.59420
C 0.59106 -2.33349 -0.71528
N 0.77066 2.05996 1.88858
N 1.78416 2.84121 1.99410
O 0.24837 -2.67338 -3.39064
O -0.54986 -1.78317 -1.54182
H -2.13767 -0.43943 1.62130
H -1.56921 0.62180 3.95534
H -0.90393 0.07651 -0.17237
H 0.30937 2.11654 3.93210
H -2.00138 -2.17940 -4.57728
H -1.85452 -0.54527 -3.72427
H -2.74267 -1.92004 -2.95441
H 1.26537 2.81499 -0.92244
H 0.67968 1.25499 -1.40326
H 2.14700 1.45741 -0.47280
H 0.25148 -3.23496 -0.16221
H 1.38473 -2.64799 -1.33551
H 2.07108 0.05320 1.64440
H 1.81526 3.03801 2.99203
```

* gap between HOMO and LUMO (alpha / beta): 0.2972 / 0.2970 hartree
* molar mass: 206.25 g/mol
* spin multiplicity: 1



Which structure wins on stability? #two wins.



#one
C17H24N2O2 in the gas phase. Source: the OMol25 dataset; level of theory: ωB97M-V/def2-TZVPD.

```
45
C17H24N2O2 (ωB97M-V/def2-TZVPD)
C -3.65272 -0.35276 -0.01604
C -2.92425 -1.15959 1.05314
C -1.86193 -2.12588 0.50739
C -2.43173 -3.16103 -0.45856
N -0.78151 -1.39902 -0.13212
C 0.45229 -1.29205 0.39913
O 0.78009 -1.79319 1.45186
C 1.41694 -0.48112 -0.48227
C 2.00040 -1.34756 -1.61484
C 3.32323 -1.84700 -1.04225
C 3.68268 -0.82199 0.02328
O 4.75449 -0.68628 0.56638
N 2.58318 -0.06812 0.25962
C 2.50422 0.84085 1.37487
C 2.26522 2.29794 0.95075
C 0.88549 2.53037 0.40390
C 0.69478 2.92916 -0.91428
C -0.57986 3.11709 -1.42096
C -1.68499 2.91035 -0.61328
C -1.50674 2.52386 0.70502
C -0.23253 2.33751 1.20880
H -4.20292 -1.00184 -0.69204
H -2.95558 0.25094 -0.59296
H -4.36551 0.31950 0.45562
H -2.42788 -0.47349 1.74244
H -3.64996 -1.74022 1.62513
H -1.40066 -2.63889 1.35851
H -2.78185 -2.68778 -1.37295
H -3.26296 -3.68551 0.00399
H -1.66654 -3.88797 -0.71977
H -0.99294 -0.93382 -1.00026
H 0.88452 0.39331 -0.87153
H 1.32796 -2.15829 -1.89295
H 2.17864 -0.72742 -2.49469
H 4.11478 -1.94029 -1.78294
H 3.20767 -2.80847 -0.53886
H 1.71593 0.50679 2.05645
H 3.46767 0.76619 1.88609
H 3.01498 2.57721 0.20861
H 2.41065 2.92465 1.83381
H 1.55402 3.09179 -1.55019
H -0.70977 3.42743 -2.44779
H -2.68016 3.05848 -1.00651
H -2.36492 2.37298 1.34323
H -0.10194 2.04321 2.24004
```

* gap between HOMO and LUMO: 0.3506 hartree
* molar mass: 288.39 g/mol
* spin multiplicity: 1



#two
C17H24N2O2 in the gas phase. Source: the OMol25 dataset; level of theory: ωB97M-V/def2-TZVPD.

```
45
C17H24N2O2 (ωB97M-V/def2-TZVPD)
C -3.98249 -2.08576 -0.24830
C -3.02595 -2.55378 0.83989
O -1.68639 -2.65101 0.37048
C -0.99622 -1.51653 0.23565
N -1.55221 -0.36397 0.55167
C -0.86878 0.77373 0.44594
C -1.62127 2.01308 0.81881
C -2.04324 2.82960 -0.41544
C -3.00473 2.02567 -1.28558
C -2.68987 4.13950 0.02644
C 0.44441 0.78715 -0.01407
C 1.04806 -0.42035 -0.36489
C 0.33341 -1.60913 -0.23762
C 0.89777 -2.85754 -0.55912
N 1.37484 -3.86708 -0.82326
C 2.45924 -0.33944 -0.83869
C 3.28054 0.54040 0.12693
C 4.61603 0.91656 -0.52314
C 3.52404 -0.22724 1.43176
O 2.59811 1.75141 0.46723
C 1.34178 1.98432 -0.13099
H -3.90620 -2.73424 -1.11773
H -5.00153 -2.11374 0.12668
H -3.74025 -1.06792 -0.54142
H -3.27294 -3.56705 1.16466
H -3.06022 -1.86939 1.69349
H -2.51415 1.71341 1.36887
H -1.00217 2.63554 1.46789
H -1.14866 3.06005 -1.00430
H -3.29334 2.59879 -2.16381
H -3.90357 1.77783 -0.72524
H -2.53986 1.10023 -1.61760
H -1.99781 4.73171 0.62092
H -2.98610 4.72700 -0.83940
H -3.57583 3.94159 0.62568
H 2.91211 -1.32792 -0.91343
H 2.47193 0.11940 -1.83286
H 5.20256 1.51172 0.17107
H 4.44516 1.50696 -1.42059
H 5.17384 0.02256 -0.78757
H 2.57651 -0.53007 1.87231
H 4.12695 -1.11211 1.24746
H 4.04058 0.41692 2.13799
H 1.46721 2.24644 -1.19666
H 0.94122 2.85413 0.39151
```

* gap between HOMO and LUMO: 0.3429 hartree
* molar mass: 288.39 g/mol
* spin multiplicity: 1



Which structure wins on stability? #one wins.



#one
A molecular structure, C14H17Br6F9O6. Source: the OMol25 dataset; level of theory: ωB97M-V/def2-TZVPD.

```
52
C14H17Br6F9O6 (ωB97M-V/def2-TZVPD)
C -6.26549 22.81209 -20.26695
C -7.68071 22.99879 -20.74852
O -8.52535 21.88786 -20.36529
C -9.10651 21.97808 -19.18801
O -9.00452 22.86455 -18.39273
C -9.97782 20.73180 -18.89671
F -9.38669 20.02895 -17.91763
F -11.18831 21.09223 -18.48268
F -10.11033 19.92828 -19.94904
H -5.71911 23.74213 -20.40060
H -5.76796 22.01600 -20.82575
H -6.25075 22.48120 -19.22910
H -7.76752 23.07695 -21.83013
H -8.12439 23.91239 -20.34894
C -12.30024 24.47438 -16.69481
C -12.57855 23.15871 -16.01203
O -13.96813 22.80899 -16.06061
C -14.75623 23.36520 -15.15910
O -14.42910 24.08765 -14.26742
C -16.22000 22.93766 -15.40266
F -16.62922 23.34422 -16.60941
F -16.33285 21.59213 -15.35054
F -17.01740 23.45102 -14.49071
H -11.24142 24.62484 -16.89202
H -12.71267 25.30091 -16.11297
H -12.79231 24.51806 -17.67284
H -12.25205 23.17912 -14.97039
H -12.03020 22.34667 -16.48198
C -17.28827 17.27778 -16.47639
C -17.10282 17.98852 -17.80011
O -17.72183 19.29162 -17.81484
C -19.03403 19.33918 -17.75626
O -19.80449 18.42572 -17.81401
C -19.53032 20.79323 -17.57672
F -20.40878 21.10783 -18.53364
F -20.15182 20.87741 -16.39729
F -18.54355 21.68685 -17.59123
H -16.72014 16.34875 -16.50081
H -18.33700 17.05089 -16.30582
H -16.92025 17.89846 -15.65875
H -17.54308 17.39892 -18.60720
H -16.05169 18.16274 -18.00249
C -14.99497 26.36152 -21.12970
Br -14.74206 24.88695 -22.34913
Br -14.71670 25.80095 -19.31188
Br -16.69791 27.22495 -21.34941
H -14.26330 27.11334 -21.38087
C -14.77502 27.91522 -14.80900
Br -15.16755 27.81211 -12.93298
Br -14.40718 29.72945 -15.37256
Br -16.20013 27.15158 -15.85675
H -13.87203 27.35838 -15.00467
```

* gap between HOMO and LUMO: 0.3709 hartree
* molar mass: 931.69 g/mol
* spin multiplicity: 1



#two
A molecular structure, C14H17Br6F9O6. Source: the OMol25 dataset; level of theory: ωB97M-V/def2-TZVPD.

```
52
C14H17Br6F9O6 (ωB97M-V/def2-TZVPD)
C 1.13493 -3.24369 -11.19227
Br 2.80446 -4.31598 -10.87370
Br -0.47189 -4.00659 -10.32507
Br 0.90134 -3.14600 -13.16575
H 1.35679 -2.24680 -10.81135
C -0.98402 3.08836 -4.92266
Br 0.34600 1.70363 -5.63709
Br -0.59370 4.90877 -5.73393
Br -0.83216 2.96043 -2.97640
H -2.00677 2.78815 -5.15055
C -9.15731 4.14810 5.99545
C -7.96905 3.84997 6.97315
O -6.93818 3.32197 6.22740
C -5.98973 4.06898 5.54262
O -6.10398 5.19219 5.14043
C -4.66644 3.29496 5.47971
F -4.14715 3.09673 4.25882
F -3.81784 4.04206 6.13089
F -4.55716 2.26054 6.20658
H -9.81529 4.84021 6.52096
H -9.65744 3.20361 5.78118
H -8.77655 4.51399 5.04192
H -8.29993 3.10809 7.69994
H -7.58413 4.76248 7.42841
C 5.38893 4.61843 -0.26784
C 4.89976 4.09059 1.03788
O 5.48318 4.81867 2.05477
C 5.03337 4.86483 3.29672
O 4.07902 4.27395 3.73158
C 5.89861 5.76879 4.23510
F 6.60487 6.68659 3.55720
F 5.03971 6.47554 4.99868
F 6.69722 4.97829 5.02024
H 6.47803 4.65740 -0.28853
H 5.08293 5.66362 -0.22275
H 4.97550 4.06034 -1.10791
H 5.07002 3.03262 1.23740
H 3.81999 4.19290 1.14619
C 1.80857 -6.75252 -3.39977
C 1.87399 -7.29224 -1.87315
O 2.09816 -8.64156 -1.90899
C 0.94092 -9.50518 -2.04028
O -0.28025 -9.16303 -2.16975
C 1.37366 -10.98726 -1.75973
F 2.63291 -11.05489 -1.37895
F 0.62817 -11.34309 -0.72936
F 1.09026 -11.83356 -2.78976
H 1.97585 -5.67552 -3.41340
H 0.90257 -7.07016 -3.91590
H 2.67915 -7.14305 -3.92672
H 0.88112 -6.99853 -1.53247
H 2.66894 -6.91612 -1.22920
```

* gap between HOMO and LUMO: 0.3557 hartree
* molar mass: 931.69 g/mol
* spin multiplicity: 1



Which structure wins on stability? #one wins.



#one
A molecular structure, C9H7N2O5Zn. Source: the OMol25 dataset; level of theory: ωB97M-V/def2-TZVPD.

```
24
C9H7N2O5Zn (ωB97M-V/def2-TZVPD)
O 0.34675 -0.20980 -4.55686
C -0.70489 -0.19402 -4.00965
Zn -0.38612 -0.21517 -1.10558
O 2.68076 -0.19487 -2.47147
C 1.62029 -0.22881 -2.04753
C -2.66414 -0.25910 -0.31207
O -3.71100 -0.47509 0.07634
C -0.66499 -2.41031 -1.31502
O -0.71608 -3.53760 -1.14633
C -0.46673 2.23411 -1.57500
O -0.48046 3.36080 -1.69934
H -1.39685 -0.02502 -2.38200
C -0.61126 1.68201 1.81964
C 0.22703 0.47865 1.69316
N 0.40810 -0.29771 0.64323
C 1.32014 -1.29264 0.97474
C 1.67884 -1.11973 2.27845
N 0.98586 -0.00511 2.70214
H -1.39968 1.49183 2.55810
H 0.01830 2.50408 2.14080
H -1.09894 2.00879 0.89986
H 1.65413 -2.04452 0.28817
H 2.36103 -1.65631 2.93000
H 0.99993 0.40554 3.61623
```

* gap between HOMO and LUMO: 0.2688 hartree
* molar mass: 288.55 g/mol
* spin multiplicity: 1
* charge: +1



#two
A molecular structure, C9H7N2O5Zn. Source: the OMol25 dataset; level of theory: ωB97M-V/def2-TZVPD.

```
24
C9H7N2O5Zn (ωB97M-V/def2-TZVPD)
O 0.15916 0.72686 -2.90493
C -0.37782 0.04442 -2.04774
Zn 0.22600 0.99255 -0.23616
C -0.08606 0.26512 1.74124
O -0.71621 0.21285 2.73304
C 0.22547 -1.77176 -0.99015
O 0.01427 -2.83348 -1.40640
C 2.26685 0.64779 -0.33314
O 3.36450 0.34707 -0.49863
C -1.84810 0.89550 -0.70172
O -2.96031 0.79720 -1.04042
H -0.92468 -0.96038 -2.39826
C 4.24642 -0.97330 4.10968
N 3.02670 -1.24436 3.35320
C 2.22576 -2.37469 3.44213
C 1.17297 -2.17490 2.59754
N 1.37188 -0.96687 1.94375
C 2.47401 -0.42147 2.43232
H 4.01738 -0.88400 5.17717
H 4.96222 -1.79698 4.00444
H 4.69293 -0.03799 3.75552
H 2.42681 -3.19167 4.11589
H 0.32151 -2.79548 2.38296
H 2.87533 0.55636 2.20126
```

* gap between HOMO and LUMO (alpha / beta): 0.2341 / 0.2341 hartree
* molar mass: 288.55 g/mol
* spin multiplicity: 1
* charge: +1



Which structure wins on stability? #one wins.



#one
2 unconnected molecules or ions with the total composition C6H11O2. Source: the OMol25 dataset; level of theory: ωB97M-V/def2-TZVPD.

```
19
C6H11O2 (ωB97M-V/def2-TZVPD)
C 2.48667 1.65297 0.94754
C 1.19632 1.31387 0.83337
C 0.53072 0.36392 1.79221
C 0.31968 1.85851 -0.26192
H 2.95534 2.34651 0.24003
H 3.11065 1.24659 1.75173
H 1.24265 0.01502 2.55904
H 0.14297 -0.51309 1.24713
H -0.31216 0.86539 2.29688
H -0.07516 1.03177 -0.87608
H -0.53030 2.41024 0.17365
H 0.88567 2.54325 -0.91567
O -0.66392 -1.89995 0.08949
O -0.87146 -0.56359 -1.74029
C -1.11369 -1.58980 -1.04763
C -2.13137 -2.58976 -1.66251
H -3.14598 -2.30332 -1.33831
H -2.09501 -2.56823 -2.76470
H -1.93169 -3.62035 -1.32397
```

* gap between HOMO and LUMO: 0.3053 hartree
* molar mass: 115.15 g/mol
* spin multiplicity: 1
* charge: -1



#two
2 unconnected molecules or ions with the total composition C6H11O2. Source: the OMol25 dataset; level of theory: ωB97M-V/def2-TZVPD.

```
19
C6H11O2 (ωB97M-V/def2-TZVPD)
C 1.62724 0.01705 -1.04210
C 1.26593 0.06942 0.40565
C 1.91303 0.77689 1.32598
C 1.37581 1.00913 2.71202
H 2.60892 0.46309 -1.23425
H 1.63448 -1.03030 -1.35355
H 0.86690 0.51125 -1.64839
H 0.30927 -0.39737 0.61548
H 2.79756 1.34135 1.02171
H 0.31544 0.75561 2.75901
H 1.91405 0.42619 3.46891
H 1.48648 2.06328 2.98932
O -0.90261 -1.49306 -1.09410
C -1.90851 -0.76567 -0.89139
O -2.00298 0.13065 -0.01964
C -3.10784 -0.96106 -1.83037
H -3.99791 -0.55917 -1.34008
H -2.93029 -0.35907 -2.72669
H -3.26496 -1.99819 -2.11753
```

* gap between HOMO and LUMO: 0.2968 hartree
* molar mass: 115.15 g/mol
* spin multiplicity: 1
* charge: -1



Which structure wins on stability? #one wins.